Molecular formula: C3H3N3
Method: DFT, ωB97M-V with the def2-TZVPD basis set

The geometry in ORCA input format:
```
! wB97M-V def2-TZVPD RIJCOSX def2/J DEFGRID3
* xyz 0 1
N 0.04 -0.26 -2.51
C 0.12 -0.01 -1.40
C 0.41 0.28 -0.04
N -0.70 0.86 0.47
C 0.64 -1.16 0.56
N 0.64 -2.02 1.30
H 1.30 0.72 0.22
H -1.55 0.86 -0.06
H -0.90 0.73 1.45
*
```

Calculated values
* F_max: 4.4 eV Å⁻¹
* energy above the lowest of the compared OMol25 structures with the same formula, charge and spin: 1.656 eV
* electronic energy: -7627.8935 eV
* SMILES string: N#CC(N)C#N
* Kohn-Sham gap: 0.418 Eh
* HOMO level: -10.862 eV

Just the natural (NBO) charges please, in e? Sure, here they are:
1 N -0.246
2 C 0.253
3 C -0.174
4 N -0.800
5 C 0.228
6 N -0.302
7 H 0.249
8 H 0.397
9 H 0.394